[1]
ORCA calculation (wB97M-V/def2-TZVPD) on an isolated molecule of C26H40O3.

Calculated values
- Energy: -1240.49696 hartree
- Frontier orbital gap: 9.88 eV
- SMILES string: CCCCCCC(=O)O[C@H]1CC[C@H]2[C@@H]3CCC4=CC(=O)CC[C@]4(C)[C@H]3CC[C@]12C

The geometry in ORCA input format:
```
! RIJCOSX wB97M-V def2-TZVPD def2/J DEFGRID3
* xyz 0 1
C -5.952 -2.744 -1.428
C -6.447 -2.268 -0.068
C -6.715 -0.763 -0.017
C -5.449 0.079 -0.163
C -5.731 1.566 0.035
H -6.532 1.880 -0.638
H -6.060 1.743 1.061
C -4.490 2.423 -0.241
C -3.389 2.064 0.731
O -3.393 2.324 1.905
O -2.405 1.404 0.114
C -1.307 0.977 0.914
H -1.102 1.765 1.649
C -0.057 0.697 0.064
C 0.774 1.924 -0.302
H 0.249 2.537 -1.036
C 2.132 1.499 -0.869
H 1.977 1.004 -1.826
H 2.715 2.401 -1.053
C 2.909 0.571 0.077
H 3.099 1.130 1.002
C 2.063 -0.652 0.477
C 0.753 -0.140 1.066
C -0.264 -1.150 1.603
H 0.009 -1.512 2.593
H -0.338 -2.011 0.939
C -1.585 -0.358 1.639
H -1.922 -0.172 2.657
H -2.381 -0.889 1.117
H 1.011 0.528 1.897
C 2.827 -1.495 1.493
C 4.152 -1.960 0.898
C 4.978 -0.801 0.435
C 6.261 -0.698 0.802
C 7.196 0.308 0.304
O 8.334 0.406 0.712
C 6.645 1.173 -0.805
C 5.165 1.462 -0.587
H 4.807 2.091 -1.403
H 5.060 2.027 0.343
C 4.306 0.187 -0.493
C 4.206 -0.475 -1.879
H 5.152 -0.946 -2.137
H 3.437 -1.242 -1.894
H 3.974 0.264 -2.641
H 7.217 2.101 -0.858
H 6.797 0.638 -1.746
H 6.689 -1.418 1.487
H 4.711 -2.548 1.628
H 3.947 -2.606 0.039
H 2.233 -2.363 1.783
H 3.020 -0.903 2.390
H 1.850 -1.271 -0.397
H 0.929 2.533 0.592
C -0.483 -0.063 -1.194
H -1.072 0.599 -1.824
H 0.372 -0.409 -1.766
H -1.099 -0.920 -0.944
H -4.738 3.476 -0.101
H -4.134 2.261 -1.258
H -4.716 -0.249 0.577
H -5.017 -0.072 -1.154
H -7.185 -0.524 0.941
H -7.421 -0.496 -0.806
H -7.373 -2.794 0.174
H -5.712 -2.528 0.698
H -6.653 -2.458 -2.210
H -4.980 -2.317 -1.664
H -5.855 -3.828 -1.436
*
```

---

[2]
ORCA calculation (wB97M-V/def2-TZVPD) on a cluster of 23 separate species, C4H51N2O22 in total.

Calculated values
- Energy: -1947.62908 hartree
- Frontier orbital gap: 3.83 eV

The geometry in ORCA input format:
```
! RIJCOSX wB97M-V def2-TZVPD def2/J DEFGRID3
* xyz -1 1
C 0.090 2.698 1.038
C 0.491 1.708 0.249
C 0.971 0.272 -0.390
N -0.193 -0.653 -0.350
C 0.206 -2.046 -0.036
N 1.510 -2.489 -0.635
H 0.129 3.584 1.767
H 1.241 0.448 -1.505
H 1.885 -0.068 0.211
H -0.623 -2.758 -0.415
H 0.188 -2.165 1.124
H 2.232 -2.227 0.065
H 1.564 -3.509 -0.765
O 3.586 0.052 -2.155
H 4.187 -0.513 -1.655
H 3.649 -0.282 -3.061
O 2.039 5.101 0.063
H 1.205 5.483 -0.241
H 1.951 4.158 -0.139
O -1.659 -4.492 0.870
H -2.175 -4.122 1.597
H -2.278 -4.510 0.130
O 0.584 3.840 -2.386
H 0.626 2.932 -2.062
H -0.239 3.869 -2.895
O 0.099 6.067 2.238
H 1.057 6.000 2.137
H -0.031 6.922 2.667
O -1.632 -4.760 -2.092
H -1.148 -5.581 -2.249
H -1.177 -4.111 -2.647
O 2.036 8.275 2.503
H 2.561 9.079 2.376
H 2.505 7.606 1.984
O -2.386 3.668 -2.889
H -2.734 3.511 -1.999
H -3.146 3.524 -3.466
O 2.145 11.275 1.904
H 1.630 11.636 2.636
H 1.528 11.274 1.162
O 1.502 1.901 -4.550
H 1.877 1.695 -3.683
H 0.829 2.566 -4.361
O -2.767 1.418 -0.567
H -2.160 0.854 -0.065
H -2.703 1.083 -1.470
O 4.503 7.151 4.138
H 3.668 7.534 3.835
H 4.422 6.214 3.925
O -0.154 -7.159 -0.225
H 0.223 -7.358 0.643
H -0.834 -6.495 -0.038
O -4.100 -5.289 2.520
H -4.049 -6.197 2.846
H -4.921 -5.270 2.012
O 1.204 -9.035 2.184
H 0.297 -9.322 2.350
H 1.729 -9.545 2.813
O 2.771 -1.055 -5.212
H 2.183 -0.336 -4.943
H 3.075 -0.791 -6.088
O -3.766 -7.531 4.763
H -3.848 -7.401 5.716
H -3.031 -6.957 4.512
O -3.586 -2.851 -3.173
H -2.979 -3.413 -2.670
H -3.519 -3.185 -4.076
O 4.155 3.777 -1.441
H 3.321 4.160 -1.744
H 4.068 2.836 -1.644
O -2.514 -9.287 0.711
H -2.779 -9.434 -0.204
H -1.720 -8.741 0.639
O 3.238 7.734 -0.062
H 2.405 8.115 -0.364
H 3.152 6.790 -0.268
O -7.122 -5.446 3.166
H -6.744 -5.643 4.032
H -7.800 -4.784 3.352
*
```

---

[3]
ORCA calculation (wB97M-V/def2-TZVPD) on an isolated molecule of C4H6ClFN2.

Calculated values
- Energy: -825.52580 hartree
- Frontier orbital gap: 8.80 eV
- SMILES string: CN/C=N\C=C(/F)Cl

The geometry in ORCA input format:
```
! RIJCOSX wB97M-V def2-TZVPD def2/J DEFGRID3
* xyz 0 1
C 0.499 -1.094 1.407
C -1.404 0.397 0.487
C 0.168 0.392 -1.229
C 0.926 1.202 -2.056
H 0.716 -1.287 2.481
H 1.089 -0.161 1.154
H 0.730 -1.925 0.811
H -1.518 -0.993 1.981
H -2.445 0.667 0.727
H 0.177 -0.695 -1.284
N -0.889 -0.612 1.288
N -0.938 0.971 -0.541
F 0.842 2.532 -1.927
Cl 2.047 0.606 -3.301
*
```

---

[4]
ORCA calculation (wB97M-V/def2-TZVPD) on a cluster of 2 separate species, C2H10BrN4 in total.

Calculated values
- Energy: -2874.87257 hartree
- Frontier orbital gap: 9.12 eV

The geometry in ORCA input format:
```
! RIJCOSX wB97M-V def2-TZVPD def2/J DEFGRID3
* xyz 1 1
C -1.261 2.236 0.288
C -0.266 0.422 1.302
N -0.743 0.343 -0.975
N 0.300 -1.054 1.021
N -0.827 0.907 0.230
N 1.552 -1.946 -1.133
Br 1.343 -1.525 2.540
H -1.942 2.298 1.127
H -0.392 2.801 0.276
H -1.960 2.423 -0.522
H -0.073 0.906 2.210
H -1.543 0.406 -1.647
H -0.336 -0.608 -0.792
H 0.886 -1.320 0.200
H 2.505 -1.642 -1.043
H 1.570 -2.921 -1.076
H 1.187 -1.727 -2.003
*
```

---

[5]
ORCA calculation (wB97M-V/def2-TZVPD) on an isolated molecule of C4H8N3O2P.

Calculated values
- Energy: -813.26578 hartree
- Frontier orbital gap: 9.14 eV
- SMILES string: NP(N)(=O)[C@@H]1C=CC=NO1

The geometry in ORCA input format:
```
! RIJCOSX wB97M-V def2-TZVPD def2/J DEFGRID3
* xyz 0 1
C -1.667 1.536 -0.495
C -0.795 1.088 -1.442
C -2.198 0.472 0.383
C -0.087 -0.193 -1.202
N -1.948 -0.759 0.303
N 2.715 -0.398 -0.896
N 1.257 -1.357 1.071
O 1.332 1.308 0.669
O -0.978 -1.264 -0.501
P 1.381 -0.003 0.032
H -2.145 2.459 -0.542
H -0.544 1.766 -2.370
H -2.852 0.707 1.223
H -0.004 -0.825 -2.014
H 3.227 0.414 -1.317
H 3.204 -1.103 -0.563
H 0.626 -1.175 1.832
H 1.137 -2.180 0.490
*
```

---

[6]
ORCA calculation (wB97M-V/def2-TZVPD) on a structure of composition C45H55FeN9O2Se2.

Calculated values
- Energy: -8457.73390 hartree
- Frontier orbital gap: 5.56 eV

The geometry in ORCA input format:
```
! RIJCOSX wB97M-V def2-TZVPD def2/J DEFGRID3
* xyz 0 1
Fe 2.225 0.001 -0.434
C -5.105 -3.212 0.713
C -4.955 -1.996 -0.205
C -5.875 -0.884 0.314
C -5.425 -2.392 -1.613
C -3.500 -1.532 -0.301
C -2.421 -2.350 -0.035
C -1.113 -1.948 -0.306
Se 1.708 -1.465 1.371
C 0.390 -0.219 1.984
C -0.591 -0.582 2.888
C -1.373 0.386 3.493
C -1.055 1.719 3.216
C -0.038 2.126 2.361
C 0.684 1.122 1.654
O 1.626 1.414 0.788
C 0.409 3.597 2.329
C 0.558 4.196 0.924
C -0.563 4.500 3.097
C 1.776 3.665 3.033
C -2.468 -0.024 4.477
C -1.828 -0.620 5.738
C -3.368 -1.078 3.824
C -3.345 1.159 4.892
C -0.797 -0.684 -0.874
O 0.430 -0.426 -1.278
C -1.910 0.187 -1.094
C -3.189 -0.278 -0.818
C -1.857 1.609 -1.675
C -0.451 2.145 -1.910
C -2.565 2.571 -0.705
C -2.586 1.634 -3.028
H -6.159 -3.486 0.792
H -4.572 -4.080 0.322
H -4.731 -3.002 1.717
H -6.894 -1.265 0.416
H -5.552 -0.517 1.288
H -5.914 -0.034 -0.369
H -6.468 -2.722 -1.595
H -5.346 -1.547 -2.300
H -4.812 -3.205 -2.009
H -2.578 -3.346 0.360
H -0.732 -1.634 3.115
H -1.618 2.484 3.727
H -0.385 4.164 0.378
H 0.850 5.246 1.020
H 1.306 3.669 0.340
H -1.576 4.430 2.693
H -0.598 4.258 4.161
H -0.238 5.538 3.009
H 2.499 3.044 2.504
H 2.149 4.693 3.047
H 1.699 3.308 4.062
H -1.210 -1.486 5.494
H -1.192 0.116 6.233
H -2.598 -0.942 6.445
H -2.813 -1.986 3.582
H -4.190 -1.352 4.491
H -3.783 -0.694 2.892
H -2.774 1.920 5.427
H -3.816 1.628 4.026
H -4.135 0.810 5.560
H -4.014 0.383 -1.052
H 0.156 2.121 -1.010
H 0.060 1.549 -2.660
H -0.520 3.179 -2.266
H -2.120 2.505 0.290
H -2.472 3.600 -1.063
H -3.629 2.350 -0.608
H -2.102 0.955 -3.735
H -3.631 1.333 -2.938
H -2.560 2.643 -3.449
Se 9.077 -2.825 -1.948
N 8.496 -1.558 -0.838
C 7.202 -1.485 -0.981
C 6.360 -0.550 -0.239
C 6.840 0.364 0.698
C 5.943 1.197 1.331
C 4.586 1.104 1.026
N 4.124 0.235 0.139
C 4.992 -0.576 -0.486
C 4.400 -1.499 -1.451
N 3.068 -1.409 -1.588
C 2.457 -2.216 -2.442
C 3.154 -3.157 -3.197
C 4.522 -3.258 -3.062
C 5.171 -2.405 -2.169
C 6.613 -2.405 -1.936
N 7.442 -3.203 -2.549
H 7.901 0.404 0.909
H 6.274 1.920 2.063
H 3.831 1.729 1.485
H 1.385 -2.074 -2.497
H 2.612 -3.802 -3.875
H 5.100 -3.976 -3.629
C -0.771 -4.236 -2.270
C -0.361 -4.330 -0.802
C -0.066 -2.983 -0.158
N 1.055 -2.925 0.443
H -1.013 -5.224 -2.664
H 0.036 -3.825 -2.880
H -1.643 -3.593 -2.395
H 0.524 -4.955 -0.677
H -1.169 -4.806 -0.237
N 3.110 2.642 -6.215
C 2.710 2.114 -5.034
N 1.704 1.221 -5.061
N 3.348 2.493 -3.948
C 2.965 1.878 -2.844
N 2.606 1.309 -1.909
H 2.469 2.667 -6.988
H 3.768 3.399 -6.145
H 1.366 0.845 -5.928
H 1.401 0.786 -4.201
*
```

---

[7]
ORCA calculation (wB97M-V/def2-TZVPD) on a cluster of 2 separate species, C2H9N2O in total.

Calculated values
- Energy: -266.10968 hartree
- Frontier orbital gap: 11.50 eV

The geometry in ORCA input format:
```
! RIJCOSX wB97M-V def2-TZVPD def2/J DEFGRID3
* xyz 1 1
C 0.229 1.794 1.474
N 0.217 -0.185 -1.625
C 0.285 0.155 -0.348
N 0.009 1.344 0.101
H 0.820 1.041 1.987
H -0.703 2.070 1.967
H 0.792 2.732 1.437
H 1.016 -0.684 -1.991
H -0.214 0.399 -2.327
H 0.647 -0.588 0.350
H -0.590 1.918 -0.480
H -1.160 -2.455 0.923
H -0.903 -3.174 -0.383
O -0.496 -2.545 0.226
*
```

---

[8]
ORCA calculation (wB97M-V/def2-TZVPD) on an isolated molecule of C6H12P4.

Calculated values
- Energy: -1601.00253 hartree
- Frontier orbital gap (alpha / beta): 5.89 / 5.83 eV
- SMILES string: C1=C2PCCP=[P@@H]2CCP1

The geometry in ORCA input format:
```
! RIJCOSX wB97M-V def2-TZVPD def2/J DEFGRID3
* xyz 0 1
C -1.156 0.891 0.288
C -1.424 -1.481 -2.062
C -2.364 -1.347 -0.904
C 1.728 1.304 1.431
C 1.602 0.321 0.287
C -0.734 1.896 1.187
P -0.646 0.115 -2.694
P -1.554 -0.926 0.724
P 0.317 1.680 2.670
P 0.206 0.880 -0.930
H -0.622 -2.232 -1.640
H -1.690 -1.914 -2.984
H -2.990 -0.567 -1.222
H -2.967 -2.192 -0.624
H 2.641 0.900 1.871
H 1.983 2.168 0.980
H 2.496 0.167 -0.363
H 1.303 -0.653 0.563
H -1.127 2.898 0.891
H -0.217 -1.285 0.325
H 0.001 0.274 2.508
H 0.772 2.167 -1.079
*
```

---

[9]
ORCA calculation (wB97M-V/def2-TZVPD) on an isolated molecule of C4H5NO2.

Calculated values
- Energy: -360.63484 hartree
- Frontier orbital gap: 9.39 eV
- SMILES string: Cc1ocnc1O

The geometry in ORCA input format:
```
! RIJCOSX wB97M-V def2-TZVPD def2/J DEFGRID3
* xyz 0 1
C 1.051 -1.261 -0.720
C 0.203 -0.473 0.205
C -1.029 0.094 0.120
O -2.049 -0.239 -0.689
N -1.104 1.230 0.894
C 0.096 1.339 1.357
O 0.919 0.339 1.067
H 1.836 -0.570 -1.044
H 1.535 -2.144 -0.297
H 0.478 -1.547 -1.602
H -2.694 0.479 -0.606
H 0.546 2.208 1.791
*
```

---

[10]
ORCA calculation (wB97M-V/def2-TZVPD) on a structure of composition C10H14BClCuN6.

Calculated values
- ⟨S²⟩: 0.7536
- Energy: -2843.55580 hartree
- Frontier orbital gap (alpha / beta): 9.66 / 8.37 eV

The geometry in ORCA input format:
```
! RIJCOSX wB97M-V def2-TZVPD def2/J DEFGRID3
* xyz 0 2
H -0.321 2.689 2.555
N 0.016 1.527 0.813
B 0.644 0.669 -1.496
N 0.559 1.805 -0.428
C 0.884 3.116 -0.490
Cu -0.644 -0.339 1.314
H 1.309 3.523 -1.405
C 0.561 3.694 0.738
H 0.688 4.715 1.052
C 0.013 2.670 1.526
H 1.056 1.039 -2.556
C -1.247 -2.117 2.151
H -1.731 -1.418 2.855
H -0.409 -2.623 2.647
H -2.036 -2.834 1.888
N -0.811 0.113 -1.553
N 1.522 -0.436 -0.846
N -1.474 -0.245 -0.380
N 1.131 -0.985 0.356
C -1.638 -0.058 -2.604
C 2.711 -0.965 -1.216
H -1.302 0.190 -3.606
H 3.188 -0.627 -2.127
C -2.844 -0.555 -2.121
C 3.092 -1.881 -0.238
C -2.711 -0.662 -0.733
C 2.072 -1.860 0.730
H -3.704 -0.789 -2.718
H 3.988 -2.473 -0.226
H -3.436 -1.003 -0.008
H 2.001 -2.427 1.654
H -0.917 -1.774 1.052
Cl -0.210 0.323 3.420
*
```

---

[11]
ORCA calculation (wB97M-V/def2-TZVPD) on a structure of composition C20H30IN6O4Sc.

Calculated values
- Energy: -2467.80282 hartree
- Frontier orbital gap (alpha / beta): 2.71 / 2.25 eV

The geometry in ORCA input format:
```
! RIJCOSX wB97M-V def2-TZVPD def2/J DEFGRID3
* xyz -2 1
C -4.432 -3.662 -3.559
I -3.320 -2.366 -2.126
H -4.096 -4.706 -3.596
H -4.397 -3.208 -4.555
H -5.456 -3.652 -3.170
C -2.613 0.057 2.855
C -2.285 -1.254 2.856
N -1.869 -1.565 1.570
C -1.918 -0.419 0.772
N -2.377 0.548 1.590
H -3.075 0.649 3.630
H -2.395 -2.010 3.622
C 1.536 0.293 -3.682
C -0.396 -0.325 -2.745
N 0.398 0.732 -3.064
H 2.120 -1.773 -4.227
N 0.303 -1.441 -3.141
H 2.279 0.987 -4.056
Sc -0.669 -1.274 -0.622
C -1.845 -0.303 -2.488
O -2.526 0.676 -2.747
C 1.470 -1.060 -3.749
C -0.189 -2.807 -3.053
H 0.546 -3.542 -2.684
H -0.650 -3.133 -3.997
H -1.034 -2.819 -2.324
C 0.152 2.093 -2.657
H -0.100 2.739 -3.503
H 1.024 2.497 -2.132
H -0.686 2.088 -1.969
C -2.757 1.865 1.141
H -3.752 2.090 1.539
H -2.766 1.850 0.050
H -2.038 2.617 1.484
C -1.861 -2.942 1.113
H -1.728 -3.006 0.016
H -2.846 -3.402 1.317
H -1.102 -3.538 1.645
C 1.476 0.333 3.719
C 2.136 1.589 3.179
C 2.497 1.509 1.653
C 3.261 2.809 1.267
C 2.572 4.102 1.708
C 3.464 0.329 1.445
O 4.644 0.338 1.763
N 2.920 -0.850 0.932
C 1.700 -0.945 0.339
O 1.245 -2.060 -0.108
N 0.947 0.148 0.224
C 1.208 1.349 0.833
O 0.374 2.255 0.714
H 0.502 0.159 3.235
H 1.295 0.486 4.793
H 2.132 -0.545 3.599
H 1.491 2.472 3.344
H 3.096 1.787 3.699
H 4.261 2.755 1.736
H 3.430 2.824 0.177
H 2.680 4.240 2.795
H 3.022 4.975 1.213
H 1.502 4.053 1.465
H 3.496 -1.685 0.919
*
```